Record 1
{"formula": "C12H26IrNO4P2", "method": "the ωB97M-V functional and the def2-TZVPD basis", "symbols": ["C", "C", "N", "C", "C", "C", "C", "P", "Ir", "P", "C", "O", "O", "H", "H", "H", "C", "C", "H", "H", "H", "H", "C", "C", "H", "H", "H", "H", "H", "H", "H", "H", "H", "H", "H", "H", "H", "H", "H", "H", "H", "H", "O", "C", "O", "H"], "xyz": [[0.971, -1.241, -4.065], [0.983, -0.756, -2.750], [-0.159, -0.778, -2.025], [-1.348, -1.056, -2.617], [-1.411, -1.434, -3.962], [-0.230, -1.542, -4.695], [2.220, -0.108, -2.207], [2.106, -0.166, -0.344], [-0.092, -0.075, 0.047], [-2.320, -0.081, -0.224], [-2.638, -0.972, -1.809], [2.002, 2.126, -3.029], [-0.201, 2.310, -2.352], [1.922, -1.222, -4.599], [-2.390, -1.679, -4.377], [-0.264, -1.841, -5.741], [2.837, -1.643, 0.436], [3.031, 1.266, 0.233], [-3.413, -0.452, -2.396], [-3.033, -1.974, -1.590], [2.159, 0.855, -2.553], [3.071, -0.723, -2.466], [-3.282, -0.874, 1.088], [-3.086, 1.560, -0.498], [0.144, 1.722, -1.217], [-0.553, 3.233, -2.468], [0.918, 2.285, -2.841], [2.485, 2.206, -3.862], [-0.407, -1.642, 0.430], [-0.648, 1.433, -0.230], [3.920, -1.636, 0.242], [2.627, -1.617, 1.518], [2.369, -2.555, 0.033], [4.092, 1.010, 0.119], [2.743, 2.109, -0.415], [2.747, 1.437, 1.273], [-4.142, 1.491, -0.780], [-2.986, 2.119, 0.441], [-2.529, 2.091, -1.278], [-4.343, -0.975, 0.817], [-2.849, -1.865, 1.281], [-3.185, -0.265, 1.996], [0.653, -1.382, 2.803], [0.252, -0.208, 2.981], [-0.115, 0.648, 2.081], [0.189, 0.201, 4.020]], "atomic_forces_ev_per_a": [[2.608, 0.555, -0.288], [-1.399, 0.134, 1.773], [3.499, 0.480, -1.002], [-2.461, -0.078, 0.861], [1.725, -0.835, -2.761], [-4.097, -0.725, -0.954], [-1.000, -7.710, 3.511], [1.956, 0.279, -1.698], [0.513, 1.196, 4.325], [-2.849, -0.045, -1.268], [0.776, 0.114, -0.115], [0.907, 1.975, -0.772], [-0.584, -0.399, 1.728], [-0.327, -0.147, 0.033], [0.374, 0.117, -0.138], [0.045, 0.064, 0.327], [0.024, -0.179, -0.224], [-0.045, -0.199, -0.211], [0.145, -0.104, 0.225], [0.063, 0.027, 0.071], [0.562, 3.581, -1.148], [0.489, 0.313, -0.676], [-0.001, -0.138, 0.161], [0.195, -0.063, 0.294], [-1.995, 1.698, -2.069], [0.590, -1.174, 1.002], [0.820, 0.210, -0.991], [-0.644, 0.327, 0.088], [-0.653, -0.325, -0.376], [0.351, 0.124, -0.470], [-0.265, -0.118, 0.075], [0.068, 0.111, -0.412], [0.239, 0.348, 0.080], [-0.119, 0.419, 0.179], [0.276, -0.173, 0.336], [0.286, 0.180, -0.075], [0.162, -0.099, 0.115], [-0.103, -0.001, -0.191], [-0.132, -0.204, 0.111], [0.292, 0.108, 0.031], [-0.159, 0.247, -0.003], [-0.047, -0.192, -0.204], [-0.767, 2.292, -0.254], [0.640, -1.472, 0.848], [-0.015, -0.193, 0.574], [0.060, -0.327, -0.447]], "mulliken_spin": [0.436, 0.155, 0.263, 0.593, 0.090, 0.300, 0.130, 0.076, 1.827, 0.113, 0.013, 0.033, 0.079, 0.005, 0.004, 0.033, 0.068, 0.014, 0.025, 0.054, -0.039, -0.009, 0.008, -0.015, 0.100, -0.004, -0.008, 0.002, 0.236, 0.127, 0.012, -0.001, -0.007, 0.011, 0.002, -0.005, 0.006, 0.002, 0.003, 0.008, -0.005, -0.002, 0.089, -0.008, 0.181, 0.006], "e_tot_ev": -43946.85774, "gap_ev": [6.0, 6.0], "e_above_lowest_kcal_mol": 32.8, "fmax_ev_per_a": 8.5, "spin_multiplicity": 6, "s_squared": 8.768, "total_charge": 1}



Record 2
{"formula": "C12H26K3O16", "method": "the ωB97M-V functional and the def2-TZVPD basis", "symbols": ["K", "K", "K", "C", "C", "O", "O", "H", "H", "H", "C", "C", "O", "O", "H", "H", "H", "C", "C", "O", "O", "H", "H", "H", "C", "C", "O", "O", "H", "H", "H", "C", "C", "O", "O", "H", "H", "H", "C", "C", "O", "O", "H", "H", "H", "O", "H", "H", "O", "H", "H", "O", "H", "H", "O", "H", "H"], "xyz": [[3.396, 2.371, -17.601], [-0.019, 3.889, -22.876], [-2.007, 0.333, -22.600], [3.909, -0.935, -18.822], [4.957, -1.037, -17.689], [4.775, -0.240, -16.710], [5.871, -1.883, -17.804], [2.911, -1.157, -18.433], [4.124, -1.630, -19.638], [3.934, 0.055, -19.300], [0.468, 0.736, -19.056], [0.345, 1.999, -19.914], [1.208, 2.884, -19.745], [-0.650, 2.062, -20.703], [1.155, 0.890, -18.221], [0.921, -0.049, -19.665], [-0.493, 0.435, -18.643], [2.473, 0.149, -23.219], [1.464, 0.940, -24.023], [0.384, 0.342, -24.324], [1.757, 2.103, -24.370], [2.179, 0.180, -22.162], [3.484, 0.554, -23.239], [2.493, -0.899, -23.516], [-1.625, 4.647, -17.812], [-2.212, 5.578, -18.881], [-1.464, 6.552, -19.223], [-3.339, 5.327, -19.351], [-1.201, 5.236, -17.001], [-0.884, 3.976, -18.252], [-2.414, 3.983, -17.446], [4.724, 3.953, -20.894], [5.698, 2.806, -20.590], [5.602, 2.257, -19.456], [6.511, 2.535, -21.492], [4.642, 4.049, -21.976], [5.095, 4.883, -20.455], [3.726, 3.756, -20.491], [-0.178, -2.538, -21.125], [-1.655, -2.681, -20.752], [-2.226, -3.709, -21.122], [-2.187, -1.712, -20.111], [-0.006, -3.111, -22.035], [0.431, -2.969, -20.328], [0.129, -1.501, -21.251], [-3.188, 0.914, -19.622], [-2.231, 0.782, -19.612], [-3.536, 0.023, -19.760], [-2.199, -1.462, -17.145], [-3.143, -1.566, -17.286], [-1.818, -1.700, -18.011], [-0.672, 0.252, -15.163], [-0.926, -0.289, -15.925], [0.101, 0.755, -15.445], [0.554, 5.565, -20.738], [1.005, 4.787, -20.349], [-0.130, 5.839, -20.062]], "atomic_forces_ev_per_a": [[0.658, -0.596, -0.759], [0.486, -0.310, 0.607], [0.745, -0.082, 0.648], [0.265, -0.138, -0.388], [0.271, 0.086, 0.300], [-0.309, 0.096, -0.388], [-0.493, 0.274, 0.072], [0.020, 0.155, 0.016], [0.028, -0.117, 0.198], [-0.040, 0.011, 0.328], [0.297, 0.263, 0.011], [-0.606, -0.020, 0.245], [0.378, 0.217, -0.023], [0.506, -0.294, -0.412], [-0.066, 0.059, -0.039], [-0.281, -0.160, 0.050], [-0.013, -0.225, -0.190], [0.346, -0.143, 0.640], [-0.194, -0.240, -0.677], [-0.556, 0.147, 0.538], [-0.287, 0.606, 0.297], [-0.078, -0.065, -0.115], [-0.111, 0.154, -0.218], [-0.122, -0.002, -0.034], [-0.732, -0.481, -0.042], [-0.022, 0.389, -0.510], [0.028, -0.282, 0.115], [0.147, 0.000, 0.278], [0.180, -0.076, 0.006], [0.247, 0.294, -0.053], [0.052, 0.166, 0.141], [-0.351, -0.121, -0.087], [0.140, -0.165, 0.130], [-0.461, 0.301, 0.288], [0.206, -0.009, -0.051], [-0.003, 0.231, 0.006], [0.030, 0.023, -0.058], [0.060, 0.010, 0.041], [-0.044, -0.131, 0.024], [-0.125, 0.559, 0.080], [-0.355, -0.518, -0.129], [0.200, 0.053, -0.110], [0.180, 0.066, -0.012], [0.032, 0.031, -0.004], [0.022, 0.031, -0.029], [-0.437, -0.069, -0.361], [-0.054, 0.149, -0.083], [0.362, -0.128, 0.195], [0.395, -0.221, 0.022], [0.006, 0.138, -0.082], [-0.280, 0.169, -0.139], [0.207, 0.086, 0.095], [-0.223, -0.001, -0.037], [-0.166, -0.155, -0.049], [0.168, -0.423, 0.126], [-0.360, 0.207, -0.047], [0.107, 0.201, -0.372]], "lowdin_charge": [0.810, 0.864, 0.832, -0.052, -0.769, -0.173, -0.095, 0.054, 0.061, 0.043, 0.009, -0.712, -0.083, -0.164, 0.036, 0.068, 0.063, -0.016, -0.790, -0.165, -0.119, 0.070, 0.077, 0.068, -0.027, -0.759, -0.136, -0.078, 0.057, 0.053, 0.065, -0.042, -0.788, -0.152, -0.085, 0.060, 0.060, 0.040, -0.023, -0.773, -0.055, -0.139, 0.069, 0.079, 0.042, -0.091, -0.025, 0.003, -0.066, 0.038, 0.020, -0.076, -0.007, 0.020, -0.187, -0.011, -0.002], "e_tot_ev": -94608.31803, "gap_ev": 5.5, "fmax_ev_per_a": 1.2, "total_charge": -3}



Record 3
{"formula": "C12H26Li2NO11", "method": "the ωB97M-V functional and the def2-TZVPD basis", "symbols": ["Li", "Li", "C", "O", "H", "H", "H", "C", "C", "N", "C", "C", "C", "C", "C", "O", "C", "H", "H", "H", "H", "H", "H", "H", "H", "H", "H", "H", "H", "H", "H", "H", "H", "H", "H", "H", "H", "O", "C", "O", "O", "H", "O", "C", "O", "O", "H", "O", "C", "O", "O", "H"], "xyz": [[19.483, -4.659, 3.295], [21.395, -7.771, 1.012], [16.987, -1.386, 6.870], [17.361, -2.070, 5.714], [15.942, -1.557, 7.129], [17.588, -1.584, 7.758], [17.092, -0.314, 6.702], [19.042, -9.326, 12.171], [19.896, -8.047, 11.801], [19.123, -6.669, 11.804], [20.171, -5.732, 11.117], [17.790, -6.899, 10.946], [17.896, -7.416, 9.470], [18.817, -6.289, 13.250], [17.728, -5.124, 13.389], [18.211, -4.133, 12.580], [18.010, -2.871, 13.122], [18.055, -9.261, 11.714], [18.845, -9.457, 13.235], [19.492, -10.225, 11.749], [20.184, -8.218, 10.764], [20.781, -7.881, 12.415], [19.682, -4.850, 10.704], [20.663, -6.087, 10.211], [20.785, -5.333, 11.924], [17.259, -5.952, 10.855], [17.070, -7.383, 11.606], [18.521, -8.303, 9.366], [18.244, -6.689, 8.736], [16.915, -7.664, 9.066], [19.819, -6.063, 13.615], [18.375, -7.167, 13.721], [17.578, -4.994, 14.461], [16.824, -5.535, 12.940], [16.997, -2.475, 13.059], [18.591, -2.062, 12.678], [18.308, -2.869, 14.170], [23.317, -3.375, -1.920], [22.752, -4.343, -1.283], [22.024, -4.169, -0.299], [23.075, -5.509, -1.487], [24.044, -3.834, -2.347], [23.085, -9.109, 6.428], [23.015, -8.863, 5.102], [23.334, -9.719, 4.272], [22.635, -7.712, 4.751], [23.225, -10.038, 6.624], [15.993, -9.230, 1.002], [17.220, -8.826, 0.974], [17.575, -7.820, 1.640], [18.026, -9.364, 0.261], [15.960, -9.828, 0.251]], "atomic_forces_ev_per_a": [[-0.310, 0.145, 0.068], [-0.093, 0.096, -0.126], [0.518, -0.585, -2.213], [0.092, -0.164, 0.776], [-0.644, -0.096, 0.401], [0.420, -0.357, 0.722], [-0.091, 0.813, 0.184], [-0.045, 1.302, 0.087], [-1.416, -0.704, -0.029], [0.062, -1.767, -2.337], [-1.721, 1.348, 0.305], [-0.051, 1.446, -0.454], [0.532, -0.301, 0.738], [-1.082, 0.459, -0.779], [1.675, -3.446, -1.096], [0.276, 1.212, -0.235], [-0.059, 2.074, 0.907], [0.113, 0.036, -0.175], [0.370, -0.014, 0.038], [0.296, 0.186, 0.187], [0.220, 0.415, 0.166], [-0.104, -0.163, -0.001], [-0.568, -0.026, 0.435], [0.174, -1.065, 0.680], [0.415, -0.484, -0.332], [0.748, 0.590, 0.082], [0.554, -0.927, -0.124], [-0.095, -0.056, 0.030], [0.347, 0.353, 0.495], [-0.218, -0.121, 0.552], [-0.373, 0.226, 0.606], [0.371, -0.174, 0.018], [0.115, 0.781, -0.029], [-0.426, 0.051, 0.371], [-0.426, -0.529, -0.048], [0.417, -0.605, -0.588], [-0.070, -0.022, 0.246], [1.312, 2.838, -1.809], [-1.691, -3.605, 4.530], [-2.107, 2.885, 1.243], [1.954, -2.729, -2.846], [0.199, 0.086, -0.544], [-0.247, 0.206, 1.958], [-0.402, 1.637, -3.331], [0.401, -1.736, 0.459], [-0.316, 0.252, 1.267], [0.208, -0.147, -0.666], [-3.581, -0.928, 0.168], [3.620, 4.065, 1.591], [-1.072, 0.969, 1.619], [2.031, -3.292, -3.120], [-0.235, -0.426, -0.048]], "lowdin_charge": [0.913, 0.901, -0.480, -0.510, 0.018, 0.005, 0.021, -0.049, -0.130, -0.212, 0.033, -0.128, -0.035, -0.055, -0.199, -0.176, -0.095, 0.062, 0.070, 0.088, 0.108, 0.126, 0.101, 0.114, 0.102, 0.115, 0.111, 0.072, 0.092, 0.093, 0.130, 0.123, 0.135, 0.116, 0.099, 0.100, 0.090, 0.103, -0.987, -0.092, -0.081, 0.104, 0.032, -0.901, -0.066, -0.117, 0.085, 0.098, -0.992, -0.116, -0.040, 0.103], "e_tot_ev": -37282.12135, "gap_ev": 3.6, "fmax_ev_per_a": 6.0, "total_charge": -1}



Record 4
{"formula": "C12H26N2O8", "method": "the ωB97M-V functional and the def2-TZVPD basis", "symbols": ["C", "O", "C", "O", "O", "C", "H", "H", "H", "H", "H", "H", "C", "O", "C", "O", "O", "C", "H", "H", "H", "H", "H", "H", "C", "C", "O", "N", "C", "H", "H", "H", "H", "H", "H", "H", "C", "C", "O", "N", "C", "H", "H", "H", "H", "H", "H", "H"], "xyz": [[-5.772, -1.528, -2.019], [-5.369, -0.509, -2.967], [-4.044, -0.121, -3.027], [-3.083, -0.752, -2.520], [-3.935, 0.890, -3.811], [-2.673, 1.557, -3.839], [-6.581, -2.197, -2.311], [-6.187, -0.992, -1.166], [-5.004, -2.054, -1.454], [-2.591, 2.553, -4.274], [-2.039, 0.960, -4.495], [-2.243, 1.710, -2.849], [-1.788, -3.859, 0.902], [-2.894, -2.972, 1.002], [-2.757, -1.703, 1.200], [-1.669, -1.203, 1.352], [-4.009, -1.173, 1.052], [-4.170, 0.200, 0.833], [-1.156, -3.938, 1.786], [-1.079, -3.550, 0.134], [-2.196, -4.859, 0.753], [-3.575, 0.826, 1.498], [-5.167, 0.480, 1.172], [-4.139, 0.497, -0.216], [-0.137, 1.349, -1.165], [1.040, 0.784, -0.396], [2.129, 1.427, -0.250], [0.863, -0.554, -0.127], [1.819, -1.441, 0.490], [-0.003, 1.061, -2.207], [-0.022, 2.433, -1.145], [-1.078, 0.959, -0.777], [-0.086, -0.891, -0.048], [2.880, -1.203, 0.409], [1.703, -2.380, -0.051], [1.465, -1.756, 1.472], [5.193, 1.704, 0.535], [6.204, 1.951, 1.638], [7.397, 2.237, 1.202], [5.990, 1.752, 2.946], [7.021, 1.882, 3.988], [5.161, 2.562, -0.136], [4.191, 1.531, 0.929], [5.525, 0.897, -0.117], [5.067, 1.626, 3.335], [7.539, 2.830, 3.838], [7.716, 1.045, 3.932], [6.545, 1.929, 4.967]], "atomic_forces_ev_per_a": [[-0.059, 0.778, 2.021], [1.571, -0.034, 0.018], [0.685, -4.300, 1.588], [-2.417, 1.848, -0.569], [-0.520, 2.518, -0.587], [1.462, -0.350, -0.409], [0.470, 0.233, -1.003], [-0.475, 0.440, -0.112], [0.673, -0.246, -1.130], [-1.553, -0.021, -0.267], [0.385, -0.171, 0.454], [-0.174, -0.635, 0.071], [0.801, -0.196, 0.457], [-0.921, -1.957, 0.095], [-0.889, 0.091, -1.344], [0.277, 1.559, 0.064], [1.720, -0.798, 0.430], [-0.811, 1.617, 0.796], [-0.427, 0.414, 0.512], [-0.429, -0.059, -0.498], [-0.049, 0.332, -0.405], [0.699, -0.182, -0.357], [-0.264, -0.496, -0.105], [0.562, -0.284, -0.016], [0.870, 0.516, 0.569], [0.959, 1.408, -1.637], [-2.463, -2.382, 0.191], [2.168, 0.380, 1.437], [-0.124, -0.866, -0.651], [-0.048, -0.288, -0.014], [-0.491, -0.023, 0.165], [-0.069, 0.253, -0.113], [-0.850, -0.012, -0.038], [-0.398, 0.725, 0.232], [-0.066, -0.292, -0.343], [0.130, 0.479, 0.405], [-0.390, 0.394, 0.599], [4.942, 0.443, -2.265], [-3.891, -0.776, 1.845], [-0.776, -0.018, 0.699], [0.035, 0.456, -0.647], [0.009, 0.204, 0.298], [-0.093, -0.163, -0.084], [0.057, -0.245, 0.419], [-0.040, -0.052, -0.656], [0.251, -0.193, -0.010], [0.047, 0.163, 0.060], [-0.086, -0.210, -0.167]], "mulliken_spin": [0.000, 0.000, 0.000, 0.000, 0.000, 0.000, 0.000, 0.000, 0.000, 0.000, 0.000, 0.000, 0.000, 0.000, -0.001, 0.001, 0.000, 0.000, 0.000, 0.000, 0.000, 0.000, 0.000, 0.000, 0.005, -0.138, 0.464, 0.538, 0.014, -0.010, -0.002, -0.006, -0.043, 0.008, 0.040, 0.035, 0.007, -0.003, 0.080, 0.002, 0.000, 0.000, 0.008, 0.000, 0.000, 0.000, 0.000, 0.000], "e_tot_ev": -32215.73018, "gap_ev": [8.7, 2.5], "fmax_ev_per_a": 5.5, "spin_multiplicity": 2, "s_squared": 0.788, "total_charge": 1}